DFT (ωB97M-V/def2-TZVPD) results for the ion C4H8NO with charge +1.

Each line ends with the Mulliken spin population.
Element x y z (Å)
C  1.48  -0.85  0.61  -0.030
O  2.65  -0.13  0.41  0.111
H  -0.50  -1.22  -1.79  0.069
N  0.38  -0.31  -0.19  0.738
H  0.39  0.21  -2.30  0.053
H  1.21  -0.78  1.63  0.020
C  -1.70  0.97  0.42  -0.002
H  -2.68  0.81  0.11  0.032
C  -0.69  0.28  -0.30  0.830
H  -1.67  0.76  1.54  0.014
C  -0.17  -0.29  -1.59  -0.004
H  3.47  -0.60  0.41  -0.006
H  -1.61  2.08  0.27  0.106
H  1.56  -2.03  0.32  0.067

Calculated values
expectation value of S²	2.009
HOMO (alpha / beta)	-11.5 / -15.9	eV
LUMO (alpha / beta)	-3.03 / -9.66	eV
charge	+1
multiplicity	3